1.
DFT (the ωB97M-V functional and the def2-TZVPD basis) results for 10 unconnected molecules or ions with the total composition C38H94N2O18 at a distorted geometry.

Computed properties:
Energy above the lowest of the compared OMol25 structures with the same formula, charge and spin   56.06 kcal per mole
2S+1   1
SMILES   CNC(C)=O.CNC(C)=O.COCCOC.COCCOC.COCCOC.COCCOC.COCCOC.COCCOC.COCCOC.COCCOC
Total energy   -80753.862 eV
HOMO-LUMO gap   9.7 eV

Each line ends with the Löwdin charge.
Positions of all 152 atoms, in Å:
C -1.298 -5.800 -2.252  0.00
C -0.195 -6.489 -1.576  -0.55
O -0.233 -7.014 -0.425  0.00
N 0.902 -6.646 -2.304  0.00
C 2.129 -7.215 -1.723  -0.06
H -0.985 -4.896 -2.801  0.08
H -1.997 -5.573 -1.437  0.07
H -1.763 -6.358 -3.110  0.11
H 0.927 -6.071 -3.150  0.12
H 2.632 -7.680 -2.603  0.09
H 1.768 -7.977 -1.042  0.07
H 2.845 -6.489 -1.186  0.10
C -0.653 0.788 2.886  0.02
C -0.039 0.142 1.684  -0.51
O 0.653 0.709 0.819  -0.01
N -0.357 -1.157 1.643  0.05
C 0.225 -1.971 0.605  -0.06
H -1.262 0.073 3.471  0.08
H -1.423 1.504 2.597  0.06
H 0.065 1.328 3.532  0.10
H -0.774 -1.554 2.435  0.09
H 0.262 -3.035 0.943  0.08
H 1.217 -1.794 0.196  0.06
H -0.485 -1.916 -0.289  0.09
C -3.275 -3.085 -1.256  -0.08
O -3.561 -2.132 -2.297  -0.19
C -4.875 -1.572 -2.170  -0.23
C -5.067 -0.320 -2.863  -0.26
O -4.998 -0.528 -4.250  -0.16
C -5.427 0.650 -4.910  -0.09
H -3.541 -2.594 -0.319  0.06
H -2.226 -3.342 -1.340  0.06
H -3.906 -3.980 -1.431  0.10
H -5.107 -1.403 -1.049  0.14
H -5.609 -2.320 -2.465  0.13
H -4.342 0.478 -2.499  0.14
H -6.086 0.134 -2.628  0.14
H -5.557 0.406 -5.919  0.07
H -4.710 1.452 -4.751  0.09
H -6.356 0.939 -4.513  0.06
C 2.062 5.136 -0.322  -0.07
O 2.993 4.422 0.495  -0.15
C 2.649 3.115 0.616  -0.26
C 3.754 2.185 1.123  -0.23
O 4.940 2.333 0.409  -0.20
C 6.095 1.534 0.826  -0.07
H 1.016 4.726 -0.229  0.10
H 2.177 5.092 -1.356  0.06
H 2.125 6.104 0.035  0.06
H 2.342 2.709 -0.363  0.12
H 1.823 3.008 1.357  0.13
H 3.397 1.109 1.129  0.13
H 3.963 2.426 2.154  0.11
H 6.602 1.091 -0.017  0.06
H 5.830 0.800 1.655  0.10
H 6.878 2.258 1.252  0.10
C 0.907 6.399 3.823  -0.12
O 0.774 7.713 3.493  -0.17
C -0.168 8.066 2.545  -0.20
C -0.086 9.611 2.294  -0.20
O -0.583 10.175 3.485  -0.20
C -0.282 11.550 3.540  -0.14
H 1.303 5.914 2.954  0.08
H -0.014 5.905 4.064  0.08
H 1.517 6.255 4.732  0.10
H -1.232 7.940 2.821  0.13
H -0.002 7.456 1.616  0.13
H -0.715 9.949 1.407  0.14
H 0.890 10.051 2.136  0.11
H 0.817 11.688 3.483  0.09
H -0.697 12.118 4.453  0.11
H -0.755 12.146 2.679  0.10
C -3.895 3.424 2.575  -0.10
O -2.863 2.888 1.766  -0.23
C -2.800 3.541 0.540  -0.22
C -1.763 2.852 -0.304  -0.18
O -2.317 1.613 -0.789  -0.19
C -1.404 0.902 -1.618  -0.11
H -3.677 4.475 2.891  0.10
H -3.984 2.784 3.456  0.09
H -4.852 3.346 2.073  0.08
H -2.625 4.647 0.714  0.14
H -3.787 3.405 0.088  0.12
H -0.904 2.605 0.298  0.10
H -1.359 3.434 -1.139  0.13
H -1.323 1.328 -2.659  0.09
H -1.736 -0.142 -1.777  0.08
H -0.412 0.879 -1.207  0.05
C -0.766 -3.162 5.456  -0.04
O -1.837 -2.321 4.858  -0.20
C -2.871 -3.044 4.179  -0.21
C -3.714 -2.071 3.423  -0.23
O -3.074 -1.920 2.166  -0.22
C -3.534 -0.709 1.505  -0.06
H -1.182 -4.077 5.933  0.10
H -0.315 -2.560 6.220  0.07
H -0.039 -3.354 4.701  0.05
H -3.498 -3.584 4.895  0.12
H -2.439 -3.769 3.434  0.13
H -3.769 -1.119 3.927  0.12
H -4.792 -2.339 3.362  0.13
H -3.098 -0.658 0.475  0.09
H -3.333 0.083 2.190  0.06
H -4.627 -0.823 1.429  0.09
C -0.773 -5.870 2.377  -0.16
O 0.235 -5.038 2.005  -0.20
C 1.489 -5.373 2.583  -0.18
C 2.545 -4.255 2.446  -0.19
O 2.166 -3.119 3.219  -0.24
C 3.053 -1.988 3.158  -0.08
H -0.366 -6.862 2.476  0.08
H -1.564 -5.940 1.682  0.08
H -1.177 -5.672 3.365  0.08
H 1.803 -6.378 2.187  0.14
H 1.325 -5.491 3.666  0.12
H 2.699 -3.992 1.379  0.12
H 3.524 -4.568 2.864  0.13
H 2.450 -1.162 3.644  0.11
H 3.242 -1.730 2.117  0.07
H 3.998 -2.265 3.710  0.10
C 2.568 2.054 -4.084  -0.05
O 1.910 1.675 -2.814  -0.21
C 2.271 0.329 -2.421  -0.17
C 3.780 0.131 -2.264  -0.18
O 4.342 -0.531 -3.439  -0.23
C 5.752 -0.790 -3.272  -0.10
H 2.253 1.406 -4.886  0.08
H 3.643 2.094 -3.971  0.08
H 2.152 3.046 -4.249  0.08
H 1.830 -0.380 -3.159  0.11
H 1.695 0.165 -1.481  0.11
H 4.106 -0.460 -1.450  0.10
H 4.179 1.102 -2.189  0.10
H 6.269 0.141 -2.897  0.09
H 6.137 -1.136 -4.264  0.10
H 5.949 -1.532 -2.489  0.07
C -0.895 -0.066 -5.245  -0.02
O 0.322 -0.878 -5.188  -0.19
C 0.155 -2.062 -4.599  -0.29
C 1.442 -2.876 -4.692  -0.20
O 1.569 -3.886 -3.728  -0.21
C 2.109 -3.424 -2.430  -0.03
H -0.536 0.967 -5.488  0.11
H -1.384 -0.159 -4.326  0.05
H -1.385 -0.418 -6.130  0.08
H -0.558 -2.641 -5.159  0.12
H -0.111 -2.006 -3.523  0.13
H 2.335 -2.156 -4.659  0.14
H 1.510 -3.377 -5.632  0.11
H 1.385 -2.735 -1.950  0.07
H 3.019 -2.867 -2.616  0.08
H 2.297 -4.255 -1.785  0.06

2.
DFT (the ωB97M-V functional and the def2-TZVPD basis) results for a molecular structure, C38H95MnO19 at a distorted geometry.

Computed properties:
Net charge   +1
Energy above the lowest of the compared OMol25 structures with the same formula, charge and spin   0.00 kcal per mole
2S+1   6
Total energy   -111153.337 eV
HOMO-LUMO gap (alpha / beta)   8.0 / 7.6 eV

Each line ends with the Löwdin charge.
Positions of all 153 atoms, in Å:
Mn -0.171 -1.130 -5.087  1.03
C -0.979 -1.256 -0.984  -0.08
C 0.290 -1.091 -1.785  -0.42
O 0.134 -1.131 -3.146  -0.33
H -0.854 -1.369 0.090  0.06
H -1.503 -2.141 -1.377  0.07
H -1.685 -0.451 -1.220  0.06
H 1.016 -1.858 -1.463  0.10
H 0.726 -0.133 -1.433  0.08
C -3.066 7.471 2.329  -0.12
O -3.210 6.138 1.904  -0.17
C -2.017 5.414 2.003  -0.22
C -2.109 4.114 1.228  -0.20
O -2.562 3.079 2.081  -0.17
C -2.703 1.872 1.364  -0.10
H -2.615 7.574 3.323  0.09
H -4.038 7.953 2.298  0.09
H -2.399 8.036 1.655  0.09
H -1.807 5.133 3.047  0.14
H -1.140 5.973 1.648  0.13
H -1.115 3.844 0.842  0.12
H -2.807 4.228 0.387  0.12
H -3.456 2.012 0.581  0.07
H -3.004 1.082 2.048  0.07
H -1.747 1.561 0.914  0.08
C -6.628 -5.894 4.339  -0.10
O -5.587 -4.979 4.617  -0.18
C -4.648 -4.871 3.578  -0.22
C -3.481 -4.057 4.093  -0.22
O -3.725 -2.673 4.123  -0.17
C -3.597 -2.041 2.875  -0.12
H -7.295 -5.476 3.574  0.09
H -7.210 -6.046 5.243  0.09
H -6.228 -6.852 3.988  0.09
H -5.091 -4.421 2.677  0.12
H -4.291 -5.871 3.280  0.13
H -2.556 -4.257 3.531  0.11
H -3.280 -4.401 5.110  0.14
H -2.807 -2.519 2.283  0.08
H -3.394 -0.987 3.062  0.07
H -4.520 -2.055 2.275  0.09
C -0.073 2.264 -5.558  -0.04
O 0.493 0.985 -5.259  -0.25
C 1.866 0.964 -5.638  -0.17
C 2.563 -0.224 -5.013  -0.17
O 1.946 -1.423 -5.509  -0.26
C 2.751 -2.571 -5.341  -0.06
H 0.242 2.996 -4.809  0.11
H -1.153 2.171 -5.515  0.06
H 0.245 2.660 -6.525  0.11
H 2.399 1.847 -5.270  0.15
H 1.963 0.923 -6.727  0.14
H 2.457 -0.161 -3.926  0.12
H 3.615 -0.228 -5.304  0.14
H 3.678 -2.526 -5.917  0.11
H 2.213 -3.439 -5.720  0.09
H 2.972 -2.741 -4.284  0.11
C 2.508 -2.025 7.090  -0.11
O 1.547 -2.828 6.463  -0.17
C 0.474 -2.094 5.899  -0.20
C -0.039 -2.855 4.713  -0.19
O 0.902 -2.654 3.651  -0.19
C 0.634 -3.500 2.560  -0.11
H 3.335 -2.674 7.382  0.09
H 2.157 -1.615 8.052  0.09
H 2.847 -1.203 6.454  0.08
H 0.783 -1.079 5.635  0.11
H -0.317 -2.028 6.660  0.14
H -0.961 -2.402 4.327  0.12
H -0.161 -3.907 4.982  0.13
H 1.253 -3.196 1.716  0.06
H -0.412 -3.439 2.230  0.07
H 0.909 -4.527 2.828  0.10
C 4.788 4.049 5.509  -0.12
O 3.827 3.038 5.546  -0.17
C 3.738 2.301 4.349  -0.21
C 2.335 1.774 4.218  -0.22
O 2.226 1.064 3.017  -0.19
C 0.882 0.720 2.745  -0.09
H 4.649 4.664 6.397  0.09
H 4.717 4.686 4.618  0.09
H 5.817 3.660 5.512  0.09
H 4.437 1.452 4.398  0.14
H 4.005 2.869 3.451  0.11
H 1.635 2.625 4.233  0.14
H 2.087 1.128 5.072  0.12
H 0.314 1.642 2.559  0.09
H 0.471 0.280 3.663  0.08
H 0.808 0.003 1.933  0.07
C -3.202 -0.001 -5.781  -0.05
O -2.307 -0.578 -4.829  -0.26
C -2.882 -1.754 -4.244  -0.16
C -2.477 -2.991 -5.014  -0.14
O -1.050 -3.078 -4.875  -0.28
C -0.472 -4.386 -4.957  -0.03
H -2.734 0.845 -6.290  0.09
H -4.063 0.410 -5.254  0.11
H -3.450 -0.703 -6.579  0.10
H -3.967 -1.707 -4.124  0.15
H -2.476 -1.823 -3.235  0.11
H -2.754 -2.866 -6.068  0.13
H -2.943 -3.887 -4.606  0.14
H -1.094 -5.109 -4.432  0.10
H 0.498 -4.337 -4.472  0.09
H -0.359 -4.674 -6.004  0.10
C -6.662 1.659 -1.773  -0.11
O -6.618 3.032 -2.078  -0.17
C -5.508 3.715 -1.536  -0.20
C -4.235 3.560 -2.333  -0.22
O -3.585 2.357 -2.031  -0.19
C -2.368 2.162 -2.650  -0.12
H -7.694 1.340 -1.922  0.09
H -6.416 1.454 -0.725  0.09
H -6.002 1.069 -2.418  0.07
H -5.278 3.401 -0.507  0.12
H -5.798 4.764 -1.490  0.13
H -3.622 4.452 -2.096  0.13
H -4.410 3.683 -3.414  0.13
H -1.535 2.718 -2.195  0.10
H -2.404 2.427 -3.720  0.07
H -2.091 1.106 -2.621  0.07
C 3.294 4.229 0.485  -0.08
O 2.008 3.752 0.128  -0.17
C 1.995 2.477 -0.450  -0.23
C 2.373 2.444 -1.927  -0.20
O 3.759 2.564 -2.145  -0.18
C 4.503 1.379 -1.989  -0.08
H 3.765 3.531 1.193  0.08
H 3.193 5.175 1.009  0.09
H 3.939 4.314 -0.390  0.08
H 0.944 2.163 -0.375  0.11
H 2.530 1.693 0.109  0.12
H 1.866 3.298 -2.384  0.13
H 1.888 1.542 -2.337  0.10
H 4.228 0.829 -1.089  0.07
H 5.562 1.625 -1.921  0.10
H 4.425 0.760 -2.896  0.07
C 3.252 -1.305 0.363  -0.10
O 4.655 -1.340 0.273  -0.17
C 5.108 -2.172 -0.769  -0.23
C 6.610 -2.247 -0.702  -0.22
O 7.115 -2.899 0.431  -0.17
C 6.945 -4.309 0.435  -0.09
H 2.865 -0.693 -0.464  0.06
H 2.947 -0.846 1.302  0.09
H 2.834 -2.317 0.297  0.08
H 4.792 -1.784 -1.756  0.12
H 4.618 -3.150 -0.666  0.11
H 6.993 -1.226 -0.663  0.13
H 7.013 -2.702 -1.621  0.13
H 5.944 -4.584 0.101  0.07
H 7.078 -4.640 1.460  0.09
H 7.702 -4.769 -0.209  0.09

3.
DFT (the ωB97M-V functional and the def2-TZVPD basis) results for a molecular structure, C38H99F6HgN10O13S2 at a distorted geometry.

Computed properties:
Net charge   +1
Energy above the lowest of the compared OMol25 structures with the same formula, charge and spin   77.04 kcal per mole
2S+1   1
Total energy   -124664.199 eV
HOMO-LUMO gap   7.3 eV

Each line ends with the Löwdin charge.
Positions of all 169 atoms, in Å:
Hg -1.287 -0.927 -2.516  1.17
C 2.538 0.161 -2.169  -0.65
F 2.920 0.002 -3.434  0.13
F 3.611 0.414 -1.441  0.15
F 1.780 1.260 -2.133  0.12
S 1.574 -1.300 -1.434  0.69
O 1.102 -2.116 -2.568  -0.37
O 2.483 -1.861 -0.458  -0.25
N 0.158 -0.480 -0.812  -0.37
S 0.652 -0.217 0.701  0.62
O 0.527 -1.376 1.591  -0.29
O 1.893 0.589 0.767  -0.29
C -0.686 0.985 1.309  -0.64
F -0.925 1.943 0.440  0.12
F -1.812 0.256 1.539  0.11
F -0.262 1.527 2.464  0.14
C 5.708 0.423 -6.547  -0.06
C 4.239 0.647 -6.236  -0.45
C 3.778 1.990 -6.888  -0.18
O 4.568 3.111 -6.431  -0.17
C 3.930 3.728 -5.256  -0.07
N 3.473 -0.447 -6.758  0.03
H 5.989 0.508 -7.597  0.09
H 5.940 -0.631 -6.381  0.07
H 6.351 0.997 -5.880  0.08
H 4.163 0.775 -5.156  0.10
H 2.723 2.127 -6.645  0.09
H 3.918 1.967 -7.969  0.13
H 2.851 3.856 -5.364  0.07
H 4.300 4.724 -5.017  0.09
H 4.012 3.050 -4.406  0.05
H 3.681 -0.512 -7.746  0.08
H 3.648 -1.386 -6.428  0.08
C -3.240 3.226 -2.682  -0.04
C -2.577 1.901 -3.122  -0.38
C -1.225 1.995 -3.805  -0.20
O -0.791 0.709 -4.068  -0.30
C 0.272 0.713 -5.097  -0.03
N -2.550 0.983 -1.990  0.03
H -3.256 4.004 -3.448  0.09
H -2.841 3.766 -1.824  0.08
H -4.316 3.160 -2.516  0.09
H -3.270 1.482 -3.853  0.13
H -0.505 2.596 -3.247  0.15
H -1.494 2.450 -4.760  0.14
H 0.612 -0.289 -5.355  0.08
H 1.208 1.181 -4.793  0.08
H -0.103 1.227 -5.982  0.10
H -3.505 1.063 -1.660  0.08
H -2.072 1.493 -1.257  0.06
C -1.738 -2.633 -6.804  -0.03
C -2.090 -1.813 -5.592  -0.42
C -3.510 -1.843 -5.126  -0.14
O -3.591 -1.070 -3.862  -0.28
C -4.962 -0.903 -3.514  -0.09
N -1.115 -2.250 -4.542  0.03
H -1.762 -3.721 -6.783  0.10
H -0.766 -2.260 -7.130  0.09
H -2.439 -2.276 -7.561  0.09
H -1.862 -0.758 -5.744  0.13
H -3.927 -2.842 -4.986  0.14
H -4.109 -1.356 -5.896  0.14
H -5.552 -0.207 -4.113  0.10
H -5.005 -0.654 -2.454  0.09
H -5.428 -1.880 -3.654  0.09
H -0.206 -2.206 -4.987  0.07
H -1.220 -3.256 -4.612  0.09
C -5.637 3.401 2.350  -0.03
C -4.459 3.761 1.417  -0.45
C -3.130 3.686 2.199  -0.17
O -3.051 4.682 3.233  -0.24
C -2.114 5.701 2.968  -0.08
N -4.364 2.887 0.317  0.04
H -5.652 4.254 3.030  0.08
H -5.502 2.471 2.899  0.08
H -6.590 3.553 1.841  0.08
H -4.580 4.792 1.076  0.14
H -2.190 3.485 1.683  0.10
H -3.066 2.763 2.783  0.11
H -1.214 5.318 2.487  0.09
H -2.016 6.230 3.915  0.10
H -2.557 6.426 2.280  0.09
H -5.289 3.069 -0.059  0.08
H -3.815 3.243 -0.454  0.01
C -2.328 1.963 5.719  -0.06
C -3.725 2.559 5.810  -0.39
C -4.343 2.070 7.138  -0.21
O -4.456 0.652 7.033  -0.21
C -5.286 0.072 8.037  -0.10
N -3.609 4.038 5.852  0.04
H -1.977 2.062 4.690  0.05
H -2.209 0.919 6.009  0.07
H -1.572 2.543 6.251  0.08
H -4.489 2.394 5.050  0.12
H -5.355 2.471 7.233  0.11
H -3.822 2.418 8.032  0.13
H -5.058 0.448 9.037  0.08
H -5.351 -1.010 8.139  0.09
H -6.259 0.517 7.817  0.08
H -2.724 4.251 6.294  0.06
H -3.477 4.421 4.921  0.02
C 0.221 -6.359 2.138  -0.07
C 1.482 -5.683 2.721  -0.42
C 2.489 -6.771 3.144  -0.21
O 2.050 -7.450 4.343  -0.17
C 2.872 -8.572 4.536  -0.13
N 2.023 -4.659 1.833  0.04
H 0.277 -6.780 1.132  0.07
H -0.599 -5.639 2.109  0.06
H -0.096 -7.266 2.654  0.07
H 1.320 -5.100 3.629  0.14
H 3.397 -6.193 3.331  0.12
H 2.797 -7.391 2.299  0.12
H 3.920 -8.272 4.477  0.09
H 2.754 -9.374 3.804  0.09
H 2.655 -8.921 5.545  0.09
H 1.268 -4.027 1.596  0.04
H 2.172 -5.048 0.909  0.07
C -1.158 -4.311 -1.215  -0.05
C -2.443 -3.793 -1.787  -0.40
C -3.558 -4.684 -1.168  -0.19
O -4.858 -4.274 -1.569  -0.20
C -5.888 -4.790 -0.753  -0.09
N -2.720 -2.480 -1.227  0.03
H -0.255 -3.752 -1.468  0.05
H -0.956 -5.328 -1.552  0.10
H -1.056 -4.293 -0.129  0.09
H -2.474 -3.669 -2.869  0.11
H -3.532 -4.540 -0.084  0.12
H -3.428 -5.768 -1.212  0.13
H -5.810 -4.366 0.250  0.09
H -5.921 -5.877 -0.819  0.10
H -6.854 -4.380 -1.050  0.09
H -3.700 -2.327 -1.446  0.06
H -2.968 -2.644 -0.257  0.10
C 5.267 5.917 0.627  -0.07
C 6.124 5.059 -0.286  -0.43
C 5.458 3.800 -0.939  -0.20
O 6.491 3.082 -1.573  -0.19
C 6.111 1.861 -2.255  -0.08
N 6.816 5.848 -1.282  0.03
H 5.960 6.641 1.055  0.08
H 4.788 5.307 1.393  0.08
H 4.511 6.487 0.085  0.07
H 6.919 4.725 0.383  0.14
H 4.705 4.046 -1.692  0.12
H 4.974 3.200 -0.164  0.12
H 5.854 1.121 -1.497  0.08
H 6.940 1.418 -2.806  0.09
H 5.284 1.935 -2.962  0.05
H 6.299 6.345 -1.995  0.07
H 7.367 5.261 -1.895  0.06
C 0.773 -0.363 5.665  -0.06
C 2.315 -0.289 5.563  -0.40
C 3.020 -1.613 6.015  -0.25
O 4.379 -1.647 5.781  -0.16
C 5.088 -0.969 6.819  -0.11
N 2.570 -0.096 4.158  0.03
H 0.295 -1.100 5.019  0.08
H 0.353 0.617 5.444  0.06
H 0.511 -0.663 6.681  0.07
H 2.716 0.509 6.188  0.13
H 2.697 -2.390 5.317  0.12
H 2.705 -1.965 7.000  0.12
H 4.752 -1.193 7.834  0.08
H 5.081 0.121 6.856  0.08
H 6.103 -1.366 6.804  0.09
H 3.525 0.052 3.854  0.08
H 2.494 -0.948 3.613  0.07